(1)
DFT (the ωB97M-V functional and the def2-TZVPD basis) results for a 3-piece molecular cluster, C41H68Br2F2N3O6P3S overall.

Geometry as ORCA input:
```
! wB97M-V def2-TZVPD RIJCOSX def2/J DEFGRID3
* xyz 0 1
C -4.829 -3.975 0.172
C -3.680 -3.587 1.235
O -2.457 -4.383 1.084
P -1.289 -3.570 0.150
O -2.038 -2.736 -0.908
C -0.229 -2.393 1.232
C 1.133 -3.097 1.702
C 2.157 -2.083 2.464
C 2.293 -0.675 1.670
C 2.929 -0.689 0.225
C 3.464 -2.057 -0.467
C 2.475 -2.454 -1.676
O 2.822 -3.413 -2.429
Br 0.768 -1.546 -2.105
C 3.073 0.602 -0.659
C 3.707 0.634 -2.126
C 2.685 1.120 -3.272
O 3.035 1.226 -4.463
F 1.320 1.508 -2.994
C 2.592 1.937 -0.019
C 1.984 2.019 1.436
C 1.815 0.698 2.291
P 1.086 0.674 4.050
C 2.305 1.626 5.151
O -0.419 1.515 3.897
N 1.578 3.301 2.023
C 0.771 4.136 1.118
C -0.508 4.798 1.686
C -1.445 5.760 0.845
P -2.931 6.446 1.734
C -2.534 7.697 3.081
C -4.391 6.900 0.654
C -0.986 6.009 -0.617
Br -2.009 7.234 -1.775
C 0.285 5.335 -1.276
C 0.739 5.545 -2.788
C 2.144 6.315 -2.944
C 2.116 7.637 -2.013
F 3.005 8.599 -2.640
C 1.149 4.409 -0.387
S 2.709 3.553 -0.956
O -0.226 -4.723 -0.524
C -0.526 -5.003 -1.920
C -1.959 -5.737 -2.121
H -4.518 -4.886 -0.468
H -5.737 -4.316 0.778
H -5.126 -3.086 -0.480
H -4.072 -3.798 2.305
H -3.441 -2.454 1.229
H -0.090 -1.455 0.590
H -0.914 -2.072 2.113
H 0.876 -3.956 2.433
H 1.647 -3.582 0.806
H 3.196 -2.573 2.612
H 1.728 -1.953 3.517
H 4.478 -1.827 -0.950
H 3.587 -2.912 0.286
H 4.561 1.417 -2.118
H 4.167 -0.367 -2.420
H 3.365 1.616 4.689
H 2.037 2.725 5.325
H 2.390 1.080 6.156
H -0.699 1.906 4.754
H 1.162 3.205 2.957
H -0.787 4.591 2.780
H -3.501 8.082 3.590
H -1.844 8.560 2.790
H -1.979 7.120 3.920
H -5.282 7.191 1.334
H -4.169 7.860 0.042
H -4.726 6.076 -0.061
H 0.905 4.488 -3.237
H -0.072 6.019 -3.462
H 3.054 5.658 -2.736
H 2.252 6.689 -4.027
H 2.498 7.343 -0.973
H 1.051 8.068 -1.948
H -0.556 -4.076 -2.587
H 0.327 -5.665 -2.320
H -1.938 -6.272 -3.132
H -2.801 -4.966 -2.115
H -2.126 -6.563 -1.329
C 4.691 -0.705 -6.083
C 6.038 -0.729 -6.794
N 7.045 0.138 -6.189
C 8.234 0.309 -7.021
C 9.096 -0.925 -7.290
C 7.305 -0.072 -4.769
C 7.771 -1.460 -4.329
H 4.295 0.309 -6.021
H 3.970 -1.314 -6.636
H 4.753 -1.118 -5.072
H 5.863 -0.397 -7.823
H 6.385 -1.769 -6.857
H 8.867 1.093 -6.591
H 7.912 0.711 -7.989
H 9.698 -1.192 -6.420
H 9.796 -0.711 -8.104
H 8.505 -1.791 -7.590
H 6.392 0.171 -4.213
H 8.032 0.670 -4.419
H 7.212 -2.264 -4.812
H 7.630 -1.570 -3.249
H 8.834 -1.608 -4.525
C -9.568 -3.141 6.975
C -8.619 -2.523 5.956
N -7.313 -3.171 5.891
C -6.333 -2.417 5.112
C -6.599 -2.239 3.618
C -7.319 -4.612 5.653
C -7.992 -5.117 4.377
H -9.126 -3.149 7.974
H -10.491 -2.556 7.021
H -9.848 -4.163 6.708
H -8.476 -1.476 6.245
H -9.114 -2.511 4.976
H -5.342 -2.867 5.243
H -6.245 -1.418 5.559
H -6.391 -3.155 3.061
H -5.932 -1.468 3.217
H -7.621 -1.923 3.408
H -7.803 -5.098 6.506
H -6.290 -4.989 5.681
H -8.943 -4.619 4.176
H -8.200 -6.187 4.470
H -7.345 -4.997 3.506
*
```

**Frontier orbital gap**: 6.983 eV
**SMILES**: CCOP(=O)(CCCc1c(CC(=O)Br)c(CC(=O)F)c2c(c1P(C)O)Nc1cc(P(C)C)c(Br)c(CCCF)c1S2)OCC.CCN(CC)CC.CCN(CC)CC
**LUMO**: -0.5 eV

Atom charges from the Löwdin analysis, given in e for atoms 1 to 99: -0.0796, -0.2825, -0.2767, 0.6892, -0.3707, -0.2141, -0.2193, -0.1795, -0.1132, -0.1053, -0.1074, -0.6473, -0.0423, 0.8725, -0.1369, -0.0647, -0.3294, 0.0776, -0.0397, -0.3141, -0.1472, -0.2178, 0.8903, -0.3110, -0.3683, 0.0296, -0.1715, -0.0183, -0.3875, 0.8314, -0.3310, -0.3761, -0.5246, 0.6850, -0.1919, -0.2049, -0.1768, -0.1540, -0.1205, -0.3169, 0.9190, -0.2744, -0.2887, -0.0963, 0.0799, 0.0605, 0.0848, 0.1134, 0.1167, 0.0588, 0.1128, 0.1277, 0.0810, 0.1202, 0.0673, 0.1219, 0.1196, 0.1433, 0.1126, 0.0591, 0.0428, 0.0391, 0.0536, 0.0828, 0.0897, 0.0548, 0.0402, 0.0400, 0.0502, 0.0041, 0.0506, 0.1151, 0.0922, 0.0818, 0.1232, 0.1251, 0.1085, 0.0781, 0.1316, 0.0775, 0.0619, 0.0919, -0.0901, -0.2645, -0.1894, -0.2517, -0.0929, -0.2481, -0.0868, 0.0564, 0.0804, 0.0580, 0.1186, 0.0963, 0.1109, 0.1090, 0.0541, 0.0710, 0.0658

(2)
DFT (the ωB97M-V functional and the def2-TZVPD basis) results for a 7-piece molecular cluster, C41H76BrF2IN3O6P2 overall.

Geometry as ORCA input:
```
! wB97M-V def2-TZVPD RIJCOSX def2/J DEFGRID3
* xyz 1 1
C 0.796 5.323 1.814
C 0.862 5.008 0.286
P -0.329 3.630 0.024
C -1.945 4.468 0.289
C -0.325 2.945 -1.793
Br -2.199 3.099 -2.455
C 0.545 3.687 -2.821
I 0.359 2.854 -4.865
C 0.226 5.208 -2.886
C 0.346 5.930 -4.229
C 2.055 3.491 -2.472
C 2.419 2.145 -1.777
P 3.848 1.421 -2.761
N 4.326 0.027 -2.235
C 2.979 2.376 -0.356
C 4.094 3.158 -0.193
C 4.546 3.349 1.095
C 3.815 2.761 2.092
C 2.695 2.025 1.852
N 2.277 1.813 0.603
C 1.368 1.038 -1.833
N -0.066 1.442 -1.711
F -0.735 0.765 -2.734
C -0.662 0.791 -0.477
C -0.855 -0.721 -0.714
F -1.037 -1.218 0.579
H 1.652 5.930 2.105
H 0.716 4.424 2.426
H -0.077 5.955 1.971
H 0.528 5.919 -0.207
H 1.899 4.769 0.065
H -2.761 3.762 0.394
H -1.826 4.938 1.271
H -2.135 5.277 -0.415
H 0.948 5.703 -2.238
H -0.764 5.432 -2.492
H 1.299 5.775 -4.729
H 0.338 6.999 -3.991
H -0.499 5.783 -4.895
H 2.441 4.346 -1.923
H 2.584 3.525 -3.427
H 4.925 2.330 -2.779
H 3.338 1.406 -4.084
H 3.811 -0.269 -1.413
H 4.621 3.627 -1.008
H 5.431 3.931 1.304
H 4.139 2.887 3.118
H 2.129 1.572 2.662
H 1.639 0.276 -1.113
H 1.466 0.549 -2.804
H -1.665 1.165 -0.299
H -0.005 0.874 0.380
H -1.768 -0.951 -1.251
H 0.036 -1.215 -1.097
C -1.748 -4.429 -0.296
C -2.866 -4.000 -1.231
C -3.746 -5.240 -1.259
O -3.596 -5.872 0.017
C -2.500 -5.279 0.718
H -1.216 -3.594 0.155
H -1.024 -5.043 -0.839
H -3.413 -3.159 -0.791
H -2.519 -3.703 -2.222
H -3.413 -5.943 -2.030
H -4.798 -5.011 -1.431
H -2.908 -4.665 1.529
H -1.877 -6.062 1.155
C -0.745 -2.718 -6.587
C -0.110 -4.104 -6.572
C -0.056 -4.407 -5.083
O -1.172 -3.730 -4.488
C -1.739 -2.821 -5.438
H -1.218 -2.460 -7.533
H 0.010 -1.960 -6.364
H -0.765 -4.818 -7.077
H 0.868 -4.145 -7.048
H 0.861 -4.016 -4.630
H -0.122 -5.473 -4.866
H -2.695 -3.232 -5.777
H -1.927 -1.859 -4.955
C -2.228 0.422 3.629
C -1.304 -0.703 4.081
C 0.064 -0.117 3.779
O -0.047 1.308 3.929
C -1.436 1.657 4.028
H -3.216 0.387 4.084
H -2.350 0.388 2.542
H -1.413 -0.867 5.155
H -1.483 -1.649 3.573
H 0.362 -0.326 2.743
H 0.841 -0.494 4.446
H -1.642 1.943 5.065
H -1.639 2.516 3.384
C -1.313 -8.418 -1.349
C -0.526 -9.205 -0.309
C 0.321 -10.115 -1.187
O 0.565 -9.398 -2.402
C -0.284 -8.251 -2.457
H -1.701 -7.469 -0.982
H -2.156 -9.014 -1.707
H 0.116 -8.529 0.262
H -1.151 -9.754 0.394
H -0.213 -11.037 -1.436
H 1.273 -10.381 -0.726
H 0.335 -7.360 -2.291
H -0.735 -8.179 -3.448
C -5.279 6.679 4.381
C -4.493 5.817 5.363
C -3.727 4.897 4.425
O -3.491 5.642 3.223
C -4.285 6.837 3.241
H -5.603 7.632 4.794
H -6.163 6.138 4.036
H -3.798 6.440 5.930
H -5.118 5.275 6.070
H -4.317 4.011 4.167
H -2.773 4.570 4.842
H -3.618 7.688 3.411
H -4.770 6.964 2.272
C 4.023 -1.625 4.379
C 3.896 -1.730 2.864
C 5.147 -0.999 2.398
O 6.138 -1.200 3.405
C 5.527 -1.758 4.573
H 3.457 -2.381 4.922
H 3.686 -0.640 4.715
H 3.938 -2.778 2.558
H 2.977 -1.296 2.467
H 4.966 0.079 2.310
H 5.520 -1.368 1.442
H 5.826 -2.808 4.647
H 5.888 -1.232 5.457
*
```

**Frontier orbital gap**: 7.345 eV
**LUMO**: -3.2 eV

Atom charges from the Löwdin analysis, given in e for atoms 1 to 99: -0.1342, -0.3841, 1.0167, -0.3029, -0.7489, 0.8538, -0.7461, 1.0185, -0.3041, -0.1621, -0.2200, -0.4327, 0.7716, -0.2612, -0.3262, -0.0476, -0.0219, -0.0643, -0.1054, 0.1225, -0.1088, -0.1905, -0.0625, -0.1240, -0.1370, -0.0484, 0.0797, 0.0606, 0.0627, 0.0743, 0.0551, 0.0314, 0.0226, 0.0377, 0.0888, 0.0793, 0.0639, 0.0862, 0.0585, 0.1028, 0.0530, 0.0264, 0.0128, -0.0359, 0.1090, 0.1243, 0.1229, 0.1076, 0.1195, 0.1181, 0.1103, 0.0927, 0.1261, 0.1303, -0.1691, -0.1734, -0.1942, -0.1424, -0.2036, 0.0889, 0.1096, 0.1110, 0.0957, 0.1144, 0.1191, 0.1169, 0.1140, -0.1703, -0.1647, -0.1972, -0.1627, -0.2075, 0.1141, 0.1096, 0.1178, 0.1153, 0.1169, 0.1134, 0.1204, 0.1078, -0.1606, -0.1562, -0.2075, -0.1622, -0.2012, 0.1167, 0.0997, 0.1202, 0.1136, 0.0959, 0.1156, 0.1202, 0.1026, -0.1653, -0.1679, -0.2011, -0.1382, -0.2109, 0.0830

(3)
DFT (the ωB97M-V functional and the def2-TZVPD basis) results for a 10-piece molecular cluster, C41H78F18N4O18S6 overall.

Geometry as ORCA input:
```
! wB97M-V def2-TZVPD RIJCOSX def2/J DEFGRID3
* xyz -2 1
C 1.028 -3.297 -0.208
C 1.194 -1.763 -0.211
C -0.097 -1.177 -0.764
N 0.013 0.276 -1.167
C 0.887 0.472 -2.383
C 0.649 1.144 -0.045
C -0.079 2.515 -0.048
C -1.057 2.415 -1.190
C -1.338 0.944 -1.321
H 0.242 -3.692 0.433
H 1.991 -3.665 0.156
H 0.936 -3.632 -1.243
H 2.098 -1.495 -0.745
H 1.279 -1.524 0.851
H -0.921 -1.311 -0.063
H -0.458 -1.687 -1.660
H 1.080 1.536 -2.470
H 0.314 0.063 -3.212
H 1.816 -0.049 -2.170
H 1.729 1.207 -0.141
H 0.366 0.599 0.854
H 0.595 3.368 -0.101
H -0.646 2.591 0.878
H -0.841 2.849 -2.170
H -1.939 3.025 -0.959
H -1.802 0.682 -2.268
H -1.963 0.622 -0.489
C 0.522 -4.663 3.817
C 1.827 -4.229 3.212
C 2.943 -4.027 4.214
N 4.262 -3.722 3.533
C 5.419 -3.853 4.510
C 5.670 -5.279 4.946
C 5.825 -6.259 3.807
C 4.820 -6.031 2.660
C 4.591 -4.545 2.280
C 4.338 -2.258 3.176
H 0.301 -4.020 4.675
H 0.508 -5.683 4.213
H -0.310 -4.629 3.116
H 1.684 -3.299 2.658
H 2.137 -5.020 2.523
H 3.028 -4.915 4.842
H 2.788 -3.194 4.900
H 5.183 -3.198 5.349
H 6.291 -3.413 4.026
H 4.842 -5.675 5.542
H 6.537 -5.311 5.609
H 5.608 -7.287 4.103
H 6.851 -6.212 3.435
H 3.851 -6.467 2.906
H 5.245 -6.646 1.869
H 3.783 -4.434 1.562
H 5.458 -4.058 1.839
H 4.423 -1.674 4.095
H 3.432 -1.882 2.715
H 5.217 -2.008 2.589
C -4.684 0.545 0.654
C -4.592 -0.731 1.456
C -3.539 -1.696 0.937
N -3.211 -2.872 1.850
C -4.265 -3.944 1.780
C -4.315 -4.622 0.379
C -2.917 -5.124 -0.085
C -1.921 -3.978 -0.010
C -1.880 -3.397 1.395
C -3.097 -2.356 3.292
H -4.830 0.417 -0.421
H -3.657 0.949 0.622
H -5.196 1.398 1.092
H -5.596 -1.167 1.525
H -4.390 -0.393 2.475
H -2.603 -1.131 0.971
H -3.666 -2.025 -0.087
H -5.127 -3.329 2.049
H -4.154 -4.673 2.584
H -4.655 -3.873 -0.338
H -5.031 -5.442 0.378
H -2.988 -5.415 -1.131
H -2.681 -5.958 0.582
H -2.275 -3.299 -0.790
H -0.924 -4.300 -0.311
H -1.179 -2.560 1.358
H -1.507 -4.134 2.106
H -2.462 -1.473 3.257
H -2.581 -3.182 3.781
H -4.085 -2.294 3.734
C -4.216 4.708 -3.475
C -3.575 5.947 -2.837
C -2.085 5.716 -2.813
N -1.192 6.918 -2.532
C 0.239 6.453 -2.196
C 1.282 7.568 -2.252
C 1.160 8.378 -3.547
C -0.226 8.937 -3.716
C -1.227 7.782 -3.785
C -1.691 7.727 -1.369
H -4.042 4.567 -4.541
H -5.300 4.696 -3.336
H -3.941 3.753 -3.020
H -3.981 6.118 -1.837
H -3.791 6.851 -3.409
H -1.826 5.426 -3.831
H -1.703 4.968 -2.123
H 0.402 5.727 -2.998
H 0.220 5.930 -1.239
H 2.250 7.106 -2.086
H 1.080 8.295 -1.464
H 1.528 7.813 -4.411
H 1.941 9.144 -3.502
H -0.216 9.534 -4.630
H -0.368 9.675 -2.921
H -0.845 7.157 -4.597
H -2.248 8.066 -4.022
H -0.921 8.437 -1.094
H -1.910 7.028 -0.564
H -2.633 8.193 -1.654
C -1.607 3.946 -6.630
F -1.439 3.791 -7.941
F -2.195 5.127 -6.413
F -2.470 3.013 -6.192
S 0.027 3.809 -5.627
O 0.508 5.203 -5.695
O -0.347 3.421 -4.281
O 0.880 2.886 -6.363
C 0.176 -7.111 0.916
F 0.375 -7.530 2.174
F -0.872 -7.804 0.460
F -0.081 -5.812 0.957
S 1.703 -7.562 -0.136
O 2.032 -8.934 0.252
O 1.276 -7.439 -1.520
O 2.740 -6.634 0.306
C -3.868 -1.665 -4.765
F -5.053 -1.828 -5.347
F -3.060 -2.640 -5.170
F -3.314 -0.503 -5.136
S -4.019 -1.702 -2.873
O -4.857 -0.572 -2.479
O -4.660 -2.997 -2.690
O -2.701 -1.590 -2.272
C 5.493 -1.025 -2.007
F 4.383 -1.346 -2.696
F 6.344 -2.038 -2.180
F 6.004 0.102 -2.506
S 4.986 -0.897 -0.179
O 4.685 -2.267 0.214
O 6.195 -0.370 0.488
O 3.908 0.070 -0.156
C 0.267 7.532 2.339
F 0.678 8.596 3.015
F -0.397 6.732 3.171
F -0.526 7.916 1.324
S 1.817 6.603 1.638
O 2.367 7.540 0.667
O 2.628 6.450 2.833
O 1.243 5.372 1.093
C 0.732 -0.750 4.729
F 1.075 0.275 5.506
F 1.811 -1.050 3.983
F 0.436 -1.816 5.496
S -0.690 -0.144 3.575
O -1.866 0.028 4.396
O -0.223 1.113 3.018
O -0.834 -1.182 2.559
*
```

**Frontier orbital gap**: 8.311 eV
**LUMO**: 3.0 eV
**Energy relative to the best compared isomer or geometry (same formula, charge and spin)**: 0.0 kcal per mole

Atom charges from the Löwdin analysis, given in e for atoms 1 to 99: -0.0766, -0.1831, -0.1219, -0.2134, 0.0665, -0.0496, -0.1150, -0.1838, -0.0969, 0.0216, 0.0705, 0.1078, 0.0802, 0.0992, 0.0923, 0.1217, 0.1092, 0.1183, 0.0883, 0.1179, 0.0892, 0.0937, 0.1093, 0.0734, 0.1100, 0.1269, 0.1082, -0.0772, -0.2129, -0.1034, -0.2175, -0.1164, -0.1831, -0.1925, -0.1386, -0.0731, -0.0038, 0.0694, 0.0839, 0.0375, 0.1056, 0.0932, 0.1277, 0.1251, 0.1308, 0.1424, 0.1059, 0.1170, 0.1138, 0.1132, 0.1084, 0.1234, 0.1012, 0.1287, 0.1064, 0.0916, 0.0927, -0.0836, -0.2143, -0.0983, -0.2184, -0.0899, -0.1300, -0.1550, -0.1789, -0.1325, 0.0162, 0.0563, 0.0641, 0.0790, 0.1118, 0.1065, 0.1079, 0.1003, 0.1168, 0.1315, 0.0867, 0.1122, 0.1260, 0.1010, 0.0979, 0.0757, 0.0764, 0.1028, 0.0262, 0.1064, 0.1057, -0.0762, -0.2146, -0.1335, -0.2323, -0.0621, -0.1490, -0.2037, -0.1703, -0.0916, 0.0157, 0.0653, 0.0736